1.
122
Properties=species:S:1:pos:R:3 method="wB97M-V/def2-TZVPD" homo_ev=-2.944 largest_force_ev_per_a=5.15 charge=-1 homo_lumo_gap_ev=3.71 multiplicity=1
Cs 1.55 -0.96 -0.53
O -3.44 5.79 -4.47
C -3.22 5.11 -5.47
C -3.12 5.64 -6.81
C -2.63 4.86 -7.82
C -2.67 3.42 -7.76
C -3.04 2.83 -6.54
C -3.16 3.56 -5.31
C -2.77 3.01 -4.09
N -1.95 3.57 -3.23
C -1.89 3.03 -1.89
C -0.52 3.38 -1.35
N -0.30 2.82 0.00
C 0.23 3.46 0.96
C 1.03 4.65 0.84
C 1.08 5.60 1.82
C 1.98 6.67 1.81
C 2.91 6.95 0.73
C 2.86 6.01 -0.29
C 2.09 4.78 -0.29
O 2.38 3.83 -1.08
H -3.31 6.71 -6.92
H -2.23 5.33 -8.70
H -2.60 2.73 -8.63
H -3.17 1.75 -6.51
H -3.33 2.13 -3.83
H -2.29 2.05 -1.64
H -2.62 3.64 -1.25
H -0.29 4.49 -1.45
H 0.25 2.91 -2.03
H -0.06 3.02 1.90
H 0.41 5.67 2.70
H 2.09 7.33 2.64
H 3.57 7.82 0.70
H 3.59 6.19 -1.05
I -1.83 -2.42 -1.44
C -2.83 -3.84 -2.57
C -2.65 -3.77 -3.97
C -2.78 -4.91 -4.78
C -3.32 -6.06 -4.29
C -3.65 -6.21 -2.89
C -4.30 -7.39 -2.40
C -4.55 -7.53 -1.07
C -4.41 -6.38 -0.25
C -3.80 -5.21 -0.61
P -3.71 -4.00 0.70
C -5.38 -4.17 1.36
C -5.69 -4.61 2.65
C -6.92 -4.40 3.19
C -7.94 -3.68 2.47
C -7.69 -3.27 1.13
C -6.42 -3.60 0.57
C -2.61 -4.76 1.80
C -2.04 -6.05 1.73
C -1.04 -6.45 2.65
C -0.75 -5.61 3.71
C -1.33 -4.29 3.87
C -2.25 -3.91 2.92
C -3.44 -5.03 -1.99
H -2.17 -2.92 -4.37
H -2.29 -4.91 -5.71
H -3.45 -6.93 -4.90
H -4.39 -8.22 -3.12
H -4.80 -8.48 -0.59
H -4.99 -6.44 0.64
H -4.96 -5.11 3.21
H -7.11 -4.65 4.21
H -8.94 -3.53 2.83
H -8.56 -2.87 0.56
H -6.26 -3.23 -0.49
H -2.38 -6.65 0.87
H -0.65 -7.45 2.57
H 0.09 -5.85 4.36
H -1.13 -3.77 4.82
H -2.75 -2.97 3.00
O 3.77 -2.76 -0.22
H 4.50 -3.27 0.14
H 4.26 -1.92 -0.49
O 7.13 3.92 -3.69
N 6.81 3.52 -4.81
N 4.67 2.69 -0.02
C 4.86 1.43 0.32
O 4.17 0.48 -0.13
C 5.88 0.97 1.34
I 7.82 2.00 1.43
H 3.84 3.05 -0.50
H 5.28 3.43 0.35
H 6.30 -0.07 1.14
H 5.54 1.02 2.36
F 1.87 1.15 -5.12
C 3.10 1.83 -5.15
C 3.96 1.59 -6.15
C 5.18 2.28 -6.10
C 5.47 3.06 -4.97
C 4.51 3.35 -4.01
C 3.36 2.59 -4.03
H 3.70 0.92 -6.93
H 5.89 2.45 -6.86
H 4.73 4.03 -3.23
H 2.63 2.70 -3.25
N -0.72 0.48 1.29
C -1.41 -0.38 1.79
H -0.53 1.86 0.33
C 2.96 -1.67 5.30
N 2.64 -0.45 5.99
C 1.37 -0.30 6.48
Se -0.16 -1.15 6.13
N 1.44 0.71 7.48
C 2.77 1.10 7.62
C 3.25 2.21 8.34
C 4.65 2.49 8.24
C 5.41 1.72 7.30
C 4.85 0.69 6.56
C 3.52 0.38 6.69
H 2.98 -1.47 4.14
H 2.28 -2.48 5.44
H 3.91 -2.08 5.60
H 0.63 1.17 7.89
H 2.61 2.91 8.83
H 5.03 3.44 8.60
H 6.49 1.95 7.16
H 5.45 0.18 5.86



2.
17
Properties=species:S:1:pos:R:3 method="wB97M-V/def2-TZVPD" homo_ev=-10.284 largest_force_ev_per_a=1.80 smiles=CCO.CC homo_lumo_gap_ev=11.28 de_lowest_kcal_mol=21.69 multiplicity=1
C -0.02 -1.14 1.72
C 1.28 -0.33 1.99
O 1.17 1.02 1.52
H 0.28 -2.10 1.31
H -0.58 -0.45 1.10
H -0.62 -1.26 2.62
H 1.56 -0.26 3.04
H 2.13 -0.79 1.49
H 1.14 0.99 0.56
C -0.62 0.00 -1.90
C -1.59 0.57 -2.94
H -0.66 0.59 -1.00
H -0.82 -1.04 -1.64
H 0.39 -0.08 -2.28
H -2.12 1.42 -2.50
H -2.49 -0.05 -2.99
H -1.18 0.82 -3.91



3.
105
Properties=species:S:1:pos:R:3 method="wB97M-V/def2-TZVPD" homo_ev=-10.477 largest_force_ev_per_a=1.36 charge=+1 homo_lumo_gap_ev=6.65 multiplicity=1
O 1.82 -2.78 -0.14
C 2.06 -1.97 -0.98
Cl 3.51 -1.91 -1.91
C 1.10 -0.82 -1.29
S -0.48 -1.45 -1.91
H 1.47 -0.09 -2.00
H 0.88 -0.33 -0.35
H -0.26 -2.77 -2.15
H -1.28 -1.42 -0.83
Cl 1.51 2.60 -1.67
C 2.59 2.44 -0.31
C 3.91 2.04 -0.47
Cl 4.55 1.69 -2.05
C 4.75 1.94 0.63
C 4.25 2.22 1.89
C 2.93 2.62 2.06
C 2.10 2.72 0.96
H 5.77 1.63 0.49
H 4.91 2.14 2.75
H 2.56 2.84 3.05
H 1.07 3.04 1.07
Cl -3.59 -5.75 -4.39
C -3.36 -5.77 -2.68
C -2.14 -5.44 -2.11
Cl -0.80 -4.98 -3.12
C -1.97 -5.47 -0.74
C -3.03 -5.83 0.08
C -4.25 -6.15 -0.48
C -4.42 -6.12 -1.85
H -1.00 -5.22 -0.31
H -2.89 -5.86 1.15
H -5.09 -6.43 0.16
H -5.39 -6.36 -2.29
Cl 3.73 5.48 7.38
C 4.11 3.80 7.56
C 3.58 2.85 6.69
Cl 2.53 3.33 5.40
C 3.89 1.51 6.85
C 4.73 1.12 7.88
C 5.26 2.06 8.74
C 4.95 3.40 8.58
H 3.46 0.78 6.17
H 4.96 0.07 8.01
H 5.92 1.76 9.54
H 5.36 4.15 9.25
Cl 9.85 2.58 -0.23
C 10.02 0.97 0.40
C 9.01 0.04 0.25
Cl 7.54 0.45 -0.58
C 9.15 -1.24 0.76
C 10.32 -1.59 1.42
C 11.34 -0.66 1.57
C 11.19 0.62 1.06
H 8.35 -1.96 0.64
H 10.43 -2.59 1.82
H 12.25 -0.92 2.08
H 11.98 1.36 1.16
Cl -9.37 -0.25 -4.60
C -8.15 -1.46 -4.43
C -7.49 -1.97 -5.54
Cl -7.85 -1.42 -7.14
C -6.51 -2.94 -5.38
C -6.20 -3.41 -4.11
C -6.86 -2.89 -3.00
C -7.83 -1.92 -3.16
H -6.01 -3.34 -6.25
H -5.45 -4.18 -4.01
H -6.63 -3.26 -2.01
H -8.36 -1.51 -2.31
Cl -3.64 4.77 3.58
C -2.76 4.76 5.07
C -1.41 4.45 5.11
Cl -0.55 4.07 3.65
C -0.73 4.44 6.31
C -1.40 4.74 7.49
C -2.75 5.06 7.45
C -3.43 5.07 6.25
H 0.32 4.19 6.32
H -0.86 4.73 8.43
H -3.27 5.30 8.37
H -4.48 5.31 6.21
Cl 3.61 9.32 -4.63
C 3.62 7.71 -4.01
C 2.49 6.90 -4.09
Cl 1.03 7.47 -4.81
C 2.53 5.61 -3.58
C 3.69 5.12 -3.00
C 4.82 5.93 -2.93
C 4.78 7.21 -3.44
H 1.64 4.99 -3.65
H 3.71 4.11 -2.61
H 5.73 5.55 -2.48
H 5.66 7.85 -3.38
Cl -8.10 -6.69 -2.74
C -9.07 -6.63 -4.18
C -10.36 -7.14 -4.18
Cl -11.05 -7.86 -2.77
C -11.12 -7.08 -5.34
C -10.59 -6.51 -6.49
C -9.30 -6.00 -6.48
C -8.54 -6.06 -5.32
H -12.12 -7.48 -5.34
H -11.19 -6.47 -7.39
H -8.89 -5.54 -7.37
H -7.54 -5.66 -5.30



4.
11
Properties=species:S:1:pos:R:3 method="wB97M-V/def2-TZVPD" homo_ev=-9.706 largest_force_ev_per_a=14.32 homo_lumo_gap_ev=9.78 de_lowest_kcal_mol=169.63 multiplicity=1
C -0.53 -1.34 0.05
C 0.26 -0.08 0.59
C -0.43 1.09 0.36
C -1.57 1.66 -0.16
C 1.65 -0.03 0.14
C 2.67 0.11 -0.44
H -0.03 -2.25 0.63
H 0.40 -0.27 1.54
H -2.56 2.38 -0.52
H 3.43 0.95 -1.15
O -1.69 -1.16 -0.47



5.
14
Properties=species:S:1:pos:R:3 method="wB97M-V/def2-TZVPD" homo_ev=-8.962 largest_force_ev_per_a=5.34 smiles=O[C@]1(c2cccs2)NO1 homo_lumo_gap_ev=9.44 de_lowest_kcal_mol=93.25 multiplicity=1
O -2.00 -1.07 -1.10
C -1.60 -0.23 -0.14
C 0.17 -0.07 -0.03
C 0.95 1.03 -0.06
C 2.29 0.79 0.10
C 2.56 -0.54 0.03
S 1.14 -1.56 0.04
N -2.21 -0.18 1.11
O -2.32 0.86 0.14
H -3.03 -1.09 -1.13
H 0.58 2.08 -0.28
H 3.05 1.67 0.14
H 3.47 -0.95 0.12
H -3.03 -0.76 1.06



6.
8
Properties=species:S:1:pos:R:3 method="wB97M-V/def2-TZVPD" homo_ev=-9.656 largest_force_ev_per_a=5.08 smiles="C=C=C1N=[N+]1[O-]" homo_lumo_gap_ev=9.71 de_lowest_kcal_mol=156.08 multiplicity=1
C 1.69 -0.10 0.07
C 0.55 -0.69 0.09
C -0.66 -0.40 -0.14
N -1.12 1.01 0.03
N -1.97 0.10 -0.07
O -3.16 -0.12 0.10
H 2.16 0.22 -0.93
H 2.51 -0.01 0.84



7.
11
Properties=species:S:1:pos:R:3 method="wB97M-V/def2-TZVPD" homo_ev="-8.737 / -8.176" largest_force_ev_per_a=6.20 homo_lumo_gap_ev="7.33 / 6.65" de_lowest_kcal_mol=118.41 multiplicity=1
C 1.29 0.47 0.81
C 1.35 1.27 -0.39
O 0.94 0.12 -1.88
C 0.04 -0.81 -1.66
O -1.14 -0.39 -1.36
O 0.50 -0.97 0.38
Mg -1.46 -0.46 0.56
F -0.76 0.95 1.63
H 2.15 0.40 1.49
H 2.35 1.65 -0.58
H 0.44 1.87 -0.51



8.
80
Properties=species:S:1:pos:R:3 method="wB97M-V/def2-TZVPD" homo_ev="-5.654 / -5.657" largest_force_ev_per_a=3.44 charge=-1 homo_lumo_gap_ev="8.12 / 8.12" de_lowest_kcal_mol=0.00 multiplicity=3
Pr -0.53 -0.43 -0.40
C -2.85 -2.25 -2.84
C -3.09 -2.71 -1.40
N -3.07 -1.57 -0.48
C -4.22 -0.67 -0.62
C -3.78 0.79 -0.70
N -2.64 0.93 -1.59
C -2.93 0.83 -3.03
C -1.94 -0.11 -3.71
N -1.74 -1.30 -2.89
H -3.76 -1.78 -3.22
H -2.64 -3.12 -3.46
H -2.30 -3.40 -1.10
H -4.04 -3.25 -1.36
H -3.08 -1.91 0.48
H -4.89 -0.79 0.24
H -4.79 -0.93 -1.52
H -3.45 1.11 0.29
H -4.63 1.41 -1.00
H -2.11 1.76 -1.37
H -2.89 1.81 -3.52
H -3.94 0.45 -3.15
H -0.97 0.39 -3.77
H -2.28 -0.33 -4.72
H -0.92 -1.79 -3.22
C 2.93 -2.01 6.67
C 2.63 -1.87 5.20
C 3.36 -0.99 4.40
C 3.10 -0.88 3.04
C 2.09 -1.66 2.48
C 1.34 -2.52 3.26
C 1.61 -2.62 4.62
S 1.85 -1.58 0.73
O 1.55 -0.13 0.52
O 3.09 -2.01 0.13
N 0.59 -2.46 0.45
C 0.81 -3.46 -0.62
C 0.67 -2.78 -1.98
O 0.34 -3.42 -2.98
O 0.85 -1.50 -1.94
H 3.71 -1.32 6.98
H 3.27 -3.02 6.91
H 2.04 -1.82 7.28
H 4.15 -0.39 4.84
H 3.66 -0.19 2.42
H 0.53 -3.08 2.80
H 1.02 -3.29 5.23
H 0.09 -4.27 -0.54
H 1.81 -3.89 -0.57
O 0.75 3.08 1.81
S 0.01 1.82 1.73
N -0.95 1.65 0.63
Cl -2.38 -0.85 5.36
C -2.53 0.06 3.81
C -2.46 -0.89 2.61
O -3.46 -1.61 2.41
O -1.39 -0.83 1.93
H -1.73 0.78 3.77
H -3.50 0.55 3.82
C 2.86 0.70 -2.88
N 2.55 2.02 -2.35
C 3.69 2.91 -2.18
C 3.41 3.97 -1.14
C 2.12 4.65 -1.53
N 1.04 3.68 -1.66
C -0.29 4.14 -1.29
C 1.26 2.37 -2.01
O 0.33 1.53 -2.02
H 3.69 0.27 -2.33
H 3.14 0.78 -3.94
H 2.02 0.04 -2.79
H 3.95 3.38 -3.13
H 4.54 2.30 -1.89
H 4.22 4.69 -1.10
H 3.29 3.50 -0.16
H 2.26 5.21 -2.46
H 1.82 5.35 -0.76
H -0.21 4.82 -0.44
H -0.88 3.31 -0.96
H -0.78 4.65 -2.12



9.
30
Properties=species:S:1:pos:R:3 method="wB97M-V/def2-TZVPD" homo_ev=-8.948 largest_force_ev_per_a=3.90 homo_lumo_gap_ev=9.68 de_lowest_kcal_mol=31.31 multiplicity=1
C -3.40 -1.55 -0.68
C -3.05 -1.35 0.65
C -2.69 -0.96 -1.69
C -1.80 -0.89 0.92
C -1.41 -0.51 -1.45
C -0.94 -0.40 -0.11
C 2.63 1.52 -0.13
C 2.13 -0.57 -1.31
C 1.08 -0.65 1.52
C 1.43 0.68 -0.69
C 0.40 0.19 0.38
C -0.34 1.91 1.21
F -1.41 1.88 1.91
F -0.60 2.87 0.32
F 0.63 2.30 2.07
H -4.45 -1.80 -0.89
H -3.50 -1.79 1.57
H -2.94 -1.05 -2.78
H -1.42 -0.84 1.91
H -0.85 -0.24 -2.30
H 2.93 2.31 -0.82
H 3.47 0.78 -0.17
H 2.46 1.88 0.90
H 2.88 -0.20 -2.00
H 2.63 -1.10 -0.60
H 1.41 -1.12 -1.82
H 2.16 -0.36 1.59
H 0.78 -1.69 1.38
H 0.75 -0.49 2.57
H 1.03 1.27 -1.44



10.
21
Properties=species:S:1:pos:R:3 method="wB97M-V/def2-TZVPD" homo_ev=-8.216 largest_force_ev_per_a=2.30 homo_lumo_gap_ev=8.91 de_lowest_kcal_mol=54.19 multiplicity=1
C -1.38 0.10 1.48
C 1.00 -0.80 1.47
C -0.23 -0.44 0.66
N -0.63 -1.41 -0.23
H 0.15 -1.91 -0.66
H -2.21 0.39 0.84
H -1.72 -0.68 2.16
H 0.74 -1.59 2.18
H -1.06 0.96 2.06
H 1.81 -1.15 0.84
H 1.34 0.06 2.05
C 1.48 0.60 -1.36
N -1.22 0.46 -2.00
C 0.33 1.08 -0.50
N -0.88 1.32 -1.10
H -2.19 0.67 -2.26
H -1.19 -0.97 -1.05
H 0.59 1.89 0.19
H 1.54 1.20 -2.26
H 1.33 -0.43 -1.70
H 2.42 0.66 -0.81



11.
19
Properties=species:S:1:pos:R:3 method="wB97M-V/def2-TZVPD" homo_ev=-8.186 largest_force_ev_per_a=2.46 smiles="C/C(N)=C/N.O.O" homo_lumo_gap_ev=8.73 de_lowest_kcal_mol=39.21 multiplicity=1
C 1.59 -0.31 2.40
C 0.85 0.11 1.20
N 0.61 -1.01 0.30
C 0.31 1.35 0.94
N -0.41 1.63 -0.25
H 2.08 -1.26 2.18
H 0.83 -0.66 3.13
H 2.09 0.55 2.82
H 0.23 -0.61 -0.53
H 1.31 -1.72 0.07
H 0.42 2.19 1.64
H -1.43 1.48 -0.16
H -0.50 2.63 -0.32
O 0.10 0.04 -3.74
H 0.39 0.50 -2.94
H -0.03 -0.76 -3.30
O -2.52 -1.37 0.04
H -1.59 -1.35 0.36
H -2.45 -1.54 -0.90



12.
42
Properties=species:S:1:pos:R:3 method="wB97M-V/def2-TZVPD" homo_ev=-3.027 largest_force_ev_per_a=1.05 charge=-1 homo_lumo_gap_ev=5.56 multiplicity=1
Pd 0.22 0.94 1.45
C -1.04 3.06 -2.91
C -1.01 1.56 -2.88
N -1.20 0.92 -4.01
C -1.13 -0.43 -4.01
C -0.81 -1.17 -2.90
C -0.76 -2.66 -3.03
O 0.56 -3.22 -2.95
C -0.63 -0.51 -1.65
C -0.17 -1.30 -0.54
N -0.39 -1.13 0.73
C -0.16 -2.18 1.60
C -0.34 -3.52 1.17
C -0.24 -4.59 2.04
C 0.03 -4.39 3.38
C 0.22 -3.10 3.83
C 0.13 -2.02 2.96
I 0.52 -0.10 3.81
C -0.82 0.91 -1.60
O -0.77 1.61 -0.56
H -1.34 3.40 -3.89
H -0.04 3.45 -2.68
H -1.71 3.44 -2.14
H -1.35 -0.91 -4.96
H -1.22 -2.96 -3.98
H -1.32 -3.14 -2.22
H 1.10 -2.77 -3.60
H 0.45 -2.16 -0.83
H -0.57 -3.71 0.14
H -0.39 -5.59 1.65
H 0.08 -5.23 4.07
H 0.46 -2.91 4.87
C 1.04 5.03 1.10
S 0.59 3.30 1.63
C 2.11 3.15 2.68
O -0.54 3.54 2.56
H 1.09 5.65 2.00
H 0.23 5.37 0.46
H 1.98 5.02 0.56
H 2.82 3.96 2.51
H 2.57 2.19 2.45
H 1.76 3.16 3.71